Version a
{"formula": "C12H36O12", "method": "ωB97M-V with the def2-TZVPD basis set", "symbols": ["O", "C", "C", "O", "H", "H", "H", "H", "H", "H", "O", "C", "C", "O", "H", "H", "H", "H", "H", "H", "O", "C", "C", "O", "H", "H", "H", "H", "H", "H", "O", "C", "C", "O", "H", "H", "H", "H", "H", "H", "O", "C", "C", "O", "H", "H", "H", "H", "H", "H", "O", "C", "C", "O", "H", "H", "H", "H", "H", "H"], "coordinates": [[-3.4354, -2.2382, -0.4346], [-3.2123, -3.4486, -1.1519], [-3.8037, -3.4257, -2.5225], [-3.1703, -2.5101, -3.4201], [-3.9015, -1.6391, -1.0266], [-2.1656, -3.7082, -1.1952], [-3.7941, -4.2025, -0.6104], [-4.8771, -3.1707, -2.4927], [-3.7893, -4.4255, -2.9566], [-3.2557, -1.6171, -3.0718], [2.6009, -0.3145, -1.2266], [1.5480, -0.8138, -0.4115], [1.3273, -0.0179, 0.8387], [0.9525, 1.3473, 0.5788], [2.5590, -0.9115, -1.9943], [0.6224, -0.7701, -1.0012], [1.6797, -1.8864, -0.1985], [2.0501, -0.0598, 1.6630], [0.4162, -0.4626, 1.2736], [1.6956, 1.8493, 0.2187], [-1.7016, 1.2110, 2.7851], [-2.2632, 2.4683, 2.4575], [-1.4524, 3.0917, 1.3562], [-1.6613, 2.4714, 0.1027], [-2.3113, 0.7942, 3.4301], [-3.2833, 2.3299, 2.0734], [-2.2669, 3.1503, 3.3173], [-0.3921, 2.9960, 1.6080], [-1.6901, 4.1511, 1.2200], [-0.9570, 1.8405, -0.1014], [2.9649, 6.8188, -0.0138], [2.5460, 6.2079, 1.2102], [3.4791, 5.0906, 1.6015], [3.2492, 3.9868, 0.7773], [2.9145, 6.1342, -0.6915], [2.6047, 6.9391, 2.0153], [1.5090, 5.8821, 1.0967], [3.3191, 4.8085, 2.6577], [4.5155, 5.4353, 1.5384], [3.8369, 3.2403, 0.8844], [4.8737, -4.2746, -4.9175], [4.4886, -2.9707, -4.4501], [3.0960, -2.5906, -4.8783], [2.6796, -1.4860, -3.9181], [5.5249, -4.1618, -5.6128], [4.5221, -3.0094, -3.3626], [5.1525, -2.2127, -4.8685], [2.3030, -3.3424, -4.7457], [3.0632, -2.2168, -5.9079], [2.1042, -0.8881, -4.4078], [-3.5084, -0.4477, 4.2842], [-3.3147, -1.8968, 4.4048], [-2.4185, -2.4321, 3.3183], [-3.1801, -2.9071, 2.2239], [-4.4190, -0.2933, 4.5484], [-2.9083, -2.0219, 5.4168], [-4.2901, -2.3852, 4.3755], [-1.7729, -3.2309, 3.6978], [-1.6898, -1.6500, 3.0502], [-3.3123, -2.2047, 1.5658]], "smiles": "OCCO.OCCO.OCCO.OCCO.OCCO.OCCO", "molar_mass_g_mol": 372.4, "homo_lumo_gap_ha": 0.363, "homo_ev": -9.4}

---

Version b
{"formula": "C12H36O12", "method": "ωB97M-V with the def2-TZVPD basis set", "symbols": ["C", "C", "O", "O", "H", "H", "H", "H", "H", "H", "C", "C", "O", "O", "H", "H", "H", "H", "H", "H", "C", "C", "O", "O", "H", "H", "H", "H", "H", "H", "C", "C", "O", "O", "H", "H", "H", "H", "H", "H", "C", "C", "O", "O", "H", "H", "H", "H", "H", "H", "C", "C", "O", "O", "H", "H", "H", "H", "H", "H"], "coordinates": [[0.7232, 1.5227, -3.2658], [1.5555, 1.1000, -4.4631], [2.1035, 2.0914, -5.3798], [1.5147, 2.1470, -2.2437], [0.3812, 0.6561, -2.7001], [-0.0960, 2.2282, -3.4043], [1.0396, 0.3805, -5.0988], [2.3791, 0.5018, -4.0733], [2.7351, 1.6671, -5.9653], [1.9693, 2.8546, -2.7065], [1.6601, -1.8581, 4.6792], [1.7682, -0.7455, 3.7007], [0.6231, -0.6199, 2.8892], [1.5338, -3.1455, 4.2508], [0.7196, -1.6622, 5.1942], [2.3449, -1.8883, 5.5267], [2.6168, -0.8569, 3.0258], [1.7404, 0.0948, 4.3943], [0.7193, -1.3167, 2.2360], [1.0311, -3.1627, 3.4332], [2.0033, -2.5560, 1.2279], [1.6191, -2.6251, -0.3321], [0.5679, -3.5828, -0.3475], [0.8818, -2.3260, 1.9879], [2.8730, -1.9329, 1.4365], [2.3197, -3.5668, 1.4852], [2.5126, -2.9178, -0.8836], [1.1722, -1.6869, -0.6611], [0.8552, -4.2901, -0.9296], [0.1051, -2.5369, 1.4647], [0.4213, -0.1884, 0.5566], [-0.0442, 0.3075, -0.8406], [-1.3218, -0.1548, -1.1828], [0.3698, 0.8923, 1.5115], [1.4083, -0.6343, 0.6797], [-0.1639, -1.0247, 0.9391], [0.5759, -0.0954, -1.6414], [0.1427, 1.3616, -1.0456], [-1.8660, 0.2215, -0.4872], [0.5060, 0.5684, 2.4048], [-3.6183, -0.8458, 0.5946], [-3.7108, -1.2369, -0.8562], [-2.5026, -1.9369, -1.1446], [-2.5200, 0.0414, 0.8814], [-3.7456, -1.7357, 1.2111], [-4.4667, -0.2223, 0.8766], [-3.6755, -0.3163, -1.4387], [-4.5937, -1.7795, -1.1941], [-1.8167, -1.2690, -1.2157], [-2.8410, 0.8970, 1.1754], [-1.6796, 3.1903, -0.7085], [-0.2013, 3.4066, -0.3154], [-0.1416, 4.0330, 0.9670], [-2.3044, 4.4513, -0.8489], [-2.1989, 2.5489, 0.0035], [-1.6273, 2.7303, -1.6953], [0.2337, 4.1214, -1.0140], [0.3132, 2.4475, -0.3749], [-0.7646, 3.5047, 1.4713], [-2.1391, 4.7493, -1.7464]], "molar_mass_g_mol": 372.4, "homo_lumo_gap_ha": 0.334, "homo_ev": -8.8}

---

It is version a that is most stable; the runner-up trails by 214.9 kcal/mol.

---

Version a
{"formula": "C8H16Cl8", "method": "ωB97M-V with the def2-TZVPD basis set", "symbols": ["Cl", "C", "C", "Cl", "H", "H", "H", "H", "Cl", "C", "C", "Cl", "H", "H", "H", "H", "Cl", "C", "C", "Cl", "H", "H", "H", "H", "Cl", "C", "C", "Cl", "H", "H", "H", "H"], "coordinates": [[0.2947, -5.1668, 7.0387], [1.0579, -5.6225, 5.5029], [1.0808, -4.4134, 4.5196], [2.1912, -3.1378, 5.1212], [0.4562, -6.4600, 5.1499], [2.0989, -5.9017, 5.6657], [0.1304, -3.9166, 4.3248], [1.5373, -4.7655, 3.5946], [8.7143, -2.3379, -5.2238], [7.1263, -2.2293, -4.4940], [7.1696, -3.1946, -3.2784], [7.0374, -4.8627, -3.7555], [6.3784, -2.3136, -5.2824], [7.0383, -1.1965, -4.1568], [6.3945, -3.0014, -2.5368], [8.1728, -3.0375, -2.8822], [-0.2106, -0.5031, -2.0281], [-1.7574, 0.4350, -1.6560], [-2.8136, 0.0062, -2.6584], [-4.1497, 1.1165, -2.8852], [-1.3413, 1.3964, -1.9569], [-1.8745, 0.3131, -0.5791], [-3.2080, -0.9466, -2.3053], [-2.3370, -0.0394, -3.6376], [-4.3775, 6.8144, 2.0422], [-5.5597, 7.8697, 1.2498], [-6.7628, 7.0668, 0.8165], [-8.1197, 8.0230, 0.2917], [-5.0607, 8.3703, 0.4201], [-5.8008, 8.6420, 1.9802], [-7.1131, 6.4645, 1.6548], [-6.3925, 6.5289, -0.0563]], "smiles": "ClCCCl.ClCCCl.ClCCCl.ClCCCl", "molar_mass_g_mol": 395.8, "homo_lumo_gap_ha": 0.409, "homo_ev": -10.7}

---

Version b
{"formula": "C8H16Cl8", "method": "ωB97M-V with the def2-TZVPD basis set", "symbols": ["Cl", "C", "C", "Cl", "H", "H", "H", "H", "Cl", "C", "C", "Cl", "H", "H", "H", "H", "Cl", "C", "C", "Cl", "H", "H", "H", "H", "Cl", "C", "C", "Cl", "H", "H", "H", "H"], "coordinates": [[-14.4615, -10.3790, 13.6843], [-14.9437, -10.1654, 11.9787], [-15.5626, -8.8211, 11.7473], [-17.0940, -8.6137, 12.6404], [-15.6138, -10.9858, 11.7355], [-14.0304, -10.2573, 11.3943], [-15.7939, -8.7046, 10.6892], [-14.9003, -8.0117, 12.0451], [-10.2020, -14.2601, 8.5280], [-9.6657, -13.3786, 9.9824], [-10.7077, -13.3914, 11.0700], [-12.0439, -12.2458, 10.7323], [-9.4226, -12.3646, 9.6761], [-8.7502, -13.8509, 10.3356], [-10.2650, -13.1085, 12.0228], [-11.1591, -14.3744, 11.1734], [-16.4650, -14.9467, 14.7398], [-15.2514, -13.8221, 14.0563], [-14.8616, -14.1858, 12.6531], [-16.1520, -13.8155, 11.4857], [-14.3948, -13.8768, 14.7248], [-15.6770, -12.8258, 14.1005], [-14.6128, -15.2400, 12.5585], [-13.9842, -13.6069, 12.3619], [-16.7657, -2.6106, 13.9792], [-17.0711, -4.3650, 13.8390], [-15.8007, -5.1691, 13.7239], [-14.8879, -4.7410, 12.2498], [-17.6969, -4.5289, 12.9654], [-17.6179, -4.6533, 14.7336], [-16.0483, -6.2196, 13.5929], [-15.1421, -5.0446, 14.5779]], "smiles": "ClCCCl.ClCCCl.ClCCCl.ClCCCl", "molar_mass_g_mol": 395.8, "homo_lumo_gap_ha": 0.409, "homo_ev": -10.7}

---

It is version b that is most stable; the runner-up trails by 24.5 kcal/mol.

---

Version a
{"formula": "C5H8BFO2", "method": "ωB97M-V with the def2-TZVPD basis set", "symbols": ["B", "C", "C", "C", "C", "C", "O", "O", "F", "H", "H", "H", "H", "H", "H", "H", "H"], "coordinates": [[1.8617, 0.1280, -0.8214], [-0.5911, -0.1517, 2.3037], [0.4206, -0.4578, 1.4996], [0.7827, 0.0275, 0.2044], [-1.0753, 0.5867, -0.4570], [-2.2622, -0.3624, -0.5329], [1.5544, 1.1207, -1.7792], [2.9064, -0.6485, -0.8925], [-1.2135, 1.8020, -1.0381], [-0.8175, -0.8568, 3.0346], [-1.2411, 0.5969, 1.9179], [1.2609, -0.9994, 1.9801], [-2.9758, -0.0016, -1.2978], [-1.7496, -1.2943, -0.8001], [-2.7224, -0.5069, 0.3659], [2.1931, 1.3709, -2.3749], [3.6686, -0.3532, -1.3124]], "molar_mass_g_mol": 129.9, "homo_lumo_gap_ha": [0.232, 0.306], "homo_ev": [-7.1, -8.0]}

---

Version b
{"formula": "C5H8BFO2", "method": "ωB97M-V with the def2-TZVPD basis set", "symbols": ["B", "C", "C", "C", "C", "C", "O", "O", "F", "H", "H", "H", "H", "H", "H", "H", "H"], "coordinates": [[-2.4427, 0.3430, -0.6908], [1.3229, 1.4640, 0.3947], [0.1070, 0.9691, 0.6865], [-0.4753, -0.1989, 0.0622], [0.0445, -1.3314, -0.3517], [1.4068, -1.8076, 0.0765], [-2.9493, -0.4210, -1.6860], [-3.0795, 1.2373, 0.0837], [-0.6542, -2.1571, -1.2782], [1.6228, 2.4920, 0.8230], [1.9718, 1.0060, -0.1750], [-0.7559, 1.4071, 1.2033], [1.3264, -2.7447, 0.5796], [1.9067, -1.9505, -0.7955], [1.9719, -1.0639, 0.5275], [-3.6460, -0.2295, -2.3763], [-3.9904, 1.2058, 0.1112]], "molar_mass_g_mol": 129.9, "homo_lumo_gap_ha": 0.309, "homo_ev": -8.3}

---

It is version b that is most stable; the runner-up trails by 50.7 kcal/mol.

---

Version a
{"formula": "C3H6N2", "method": "ωB97M-V with the def2-TZVPD basis set", "symbols": ["H", "N", "C", "N", "C", "C", "H", "H", "H", "H", "H"], "coordinates": [[-1.3188, 1.9417, -0.1522], [-0.3714, 1.4832, -0.0672], [-0.5212, 0.1881, -0.0204], [-1.6858, -0.5442, -0.0584], [0.7750, -0.5510, -0.1087], [1.9746, 0.0337, 0.0371], [-1.7296, -1.5057, 0.4831], [-2.6207, -0.1195, 0.1183], [0.6722, -1.6168, -0.4683], [2.9509, -0.4689, -0.0060], [1.8748, 1.1594, 0.2427]], "smiles": "[H]/N=C(\\N)C=C", "molar_mass_g_mol": 70.1, "homo_lumo_gap_ha": 0.365, "homo_ev": -9.0}

---

Version b
{"formula": "C3H6N2", "method": "ωB97M-V with the def2-TZVPD basis set", "symbols": ["C", "C", "N", "C", "N", "H", "H", "H", "H", "H", "H"], "coordinates": [[1.3078, -0.2313, 0.0025], [-0.1261, 0.0784, -0.4366], [-0.8868, -0.8064, 0.5166], [-0.5952, 1.4614, -0.3028], [-0.9936, 2.5368, -0.1482], [1.7932, 0.6133, 0.5269], [0.6271, -1.0970, 0.6999], [1.9698, -0.4803, -0.8540], [-0.3092, -0.2642, -1.4586], [-1.5243, -1.4838, 0.1300], [-1.2626, -0.3269, 1.3242]], "smiles": "C[C@@H](N)C#N", "molar_mass_g_mol": 70.1, "homo_lumo_gap_ha": 0.382, "homo_ev": -9.6}

---

Version c
{"formula": "C3H6N2", "method": "ωB97M-V with the def2-TZVPD basis set", "symbols": ["C", "C", "N", "C", "N", "H", "H", "H", "H", "H", "H"], "coordinates": [[-0.1547, 0.8811, -0.7207], [0.4257, -0.1505, 0.1286], [0.0633, -0.0239, 1.4177], [0.6517, -1.4598, -0.4921], [0.8547, -2.5090, -0.9352], [-0.1445, 0.7727, -1.8022], [-1.6756, 0.5928, 0.1353], [-0.1605, 1.8815, -0.3024], [1.2935, 0.5994, -0.2965], [0.2519, -0.8740, 1.9475], [-1.4056, 0.2897, 0.9202]], "molar_mass_g_mol": 70.1, "homo_lumo_gap_ha": 0.364, "homo_ev": -9.9}

---

Version d
{"formula": "C3H6N2", "method": "ωB97M-V with the def2-TZVPD basis set", "symbols": ["H", "N", "C", "N", "C", "C", "H", "H", "H", "H", "H"], "coordinates": [[-2.6456, -1.1202, -0.0539], [-2.7108, -0.0943, 0.0158], [-1.5399, 0.3888, 0.0311], [-0.3181, -0.2533, -0.0515], [0.9077, 0.4140, -0.0345], [2.0910, -0.1789, 0.0285], [-1.4299, 1.4706, 0.0835], [-0.3137, -1.2614, -0.0853], [0.7960, 1.4860, -0.0945], [3.0014, 0.3988, 0.0068], [2.1621, -1.2501, 0.1540]], "smiles": "[H]/N=C\\NC=C", "molar_mass_g_mol": 70.1, "homo_lumo_gap_ha": 0.358, "homo_ev": -8.6}

---

It is version d that is most stable; the runner-up trails by 9.6 kcal/mol.